Record 1
DFT (ωB97M-V/def2-TZVPD) results for a structure of composition C31H43LuN6OSSi2 at a distorted geometry.

Calculated values
**Charge**: 0
**Multiplicity**: 1
**F_max**: 4.88 eV/A
**Relative energy (zero: lowest compared OMol25 entry of this formula, charge and spin)**: 40.00 kcal per mole

Each line ends with the Löwdin charge.
Element x y z (Å)
Lu1 1.58951 0.04170 0.23315  1.423
N1 3.91739 -3.67525 0.67548  0.070
C1 3.52371 -2.44221 0.25946  -0.904
S1 4.03896 -0.93938 0.97298  0.519
N2 2.82176 -2.51383 -0.85742  -0.036
N3 2.56735 -1.27294 -1.31706  -0.222
C2 3.18134 -0.74526 -2.37946  -0.053
C3 3.27316 0.69026 -2.52664  -0.280
C4 4.20873 1.24543 -3.42391  -0.018
C5 4.37375 2.60692 -3.46994  -0.033
C6 3.45713 3.38977 -2.69634  -0.026
C7 2.65784 2.78589 -1.72668  -0.106
N4 2.54182 1.44650 -1.68566  0.041
H1 4.61082 -3.86110 1.38130  0.092
H2 3.54097 -4.45554 0.18686  0.086
H3 3.88774 -1.31219 -3.05616  0.143
H4 4.69718 0.52404 -4.11453  0.127
H5 5.14789 3.05247 -4.03529  0.097
H6 3.37247 4.48031 -2.81069  0.111
H7 1.95458 3.33114 -1.10958  0.099
C8 -0.76631 -0.29511 -4.07458  -0.097
C9 -1.79207 -1.11638 -3.19574  -0.556
C10 -1.24745 -2.57716 -3.29960  -0.099
C11 -3.24952 -1.04991 -3.73671  -0.074
Si1 -1.66268 -0.41512 -1.41080  0.508
O1 -0.19845 -0.00373 -0.83361  -0.479
C12 -2.21724 -1.84699 -0.28209  -0.163
C13 -1.25533 -2.31623 0.68223  -0.216
C14 -1.78655 -3.27127 1.79988  -0.158
C15 -3.21148 -3.59834 1.66737  -0.066
C16 -4.00180 -3.28334 0.62165  -0.082
C17 -3.47248 -2.42586 -0.37933  -0.093
C18 -2.81153 1.08016 -1.39965  -0.203
C19 -4.17735 0.99472 -1.27057  -0.116
C20 -4.98315 2.10589 -1.52621  -0.086
C21 -4.40277 3.36725 -1.67787  -0.078
C22 -2.99599 3.49632 -1.59731  -0.100
C23 -2.22310 2.38476 -1.48947  -0.092
H8 -0.51796 -0.79219 -4.98965  0.055
H9 0.17871 -0.16034 -3.52045  0.051
H10 -1.07855 0.75537 -4.30912  0.089
H11 -1.11521 -2.86490 -4.39216  0.095
H12 -1.97470 -3.23642 -2.76477  0.076
H13 -0.30719 -2.76889 -2.79650  0.062
H14 -3.16350 -1.38267 -4.77532  0.084
H15 -3.67025 -0.08706 -3.80393  0.051
H16 -3.88053 -1.69394 -3.12924  0.060
H17 -0.34181 -2.66762 0.19133  0.145
H18 -1.17163 -4.10440 2.03580  0.134
H19 -3.67560 -4.12470 2.47675  0.097
H20 -5.04050 -3.58848 0.51001  0.108
H21 -4.19208 -2.22591 -1.16208  0.079
H22 -4.65274 0.03653 -1.05479  0.094
H23 -6.07018 1.98056 -1.42995  0.105
H24 -4.99662 4.24695 -1.82665  0.088
H25 -2.48409 4.43891 -1.43379  0.102
H26 -1.17601 2.57125 -1.34923  0.085
C24 2.94802 1.94358 3.97362  -0.183
Si2 1.37052 2.71522 3.14451  0.433
C25 -0.15750 2.19358 4.13389  -0.194
C26 1.48262 4.60345 3.21206  -0.202
C27 1.20660 2.19270 1.34851  -0.392
H27 3.19674 1.10120 3.44579  -0.066
H28 2.99553 1.69807 5.07230  0.042
H29 3.80212 2.61422 3.88729  0.015
H30 -0.79585 2.97078 4.61013  0.032
H31 -0.11452 1.36411 4.81674  0.000
H32 -0.79565 1.77543 3.31903  0.011
H33 1.83390 4.90802 4.19220  0.018
H34 0.52110 5.01143 3.07280  -0.003
H35 2.12695 4.94618 2.37012  0.033
H36 1.93727 2.84131 0.85756  -0.064
H37 0.22698 2.42958 1.02145  -0.054
C28 2.16430 -2.24588 3.65927  -0.011
C29 0.83967 -1.91149 3.13140  -0.351
N5 0.61159 -1.24801 1.98930  0.002
C30 -0.82098 -1.24808 1.73814  -0.243
C31 -1.44236 -2.13915 2.84168  -0.152
N6 -0.30469 -2.29706 3.73941  0.122
H38 2.68851 -1.41516 4.08416  0.075
H39 2.64572 -2.80212 2.83737  0.056
H40 2.11599 -3.07556 4.42341  0.102
H41 -1.24364 -0.25480 1.61731  0.138
H42 -2.34419 -1.75730 3.30852  0.150
H43 -0.27317 -2.85268 4.57832  0.146

***

Record 2
DFT (ωB97M-V/def2-TZVPD) results for a cluster of 2 separate species, C25H52BBrN2O10P2SSi in total at a distorted geometry.

Calculated values
**Charge**: 0
**Multiplicity**: 1
**F_max**: 10.74 eV/A
**E_tot**: -158222.05862 eV
**SMILES**: CCCC[C@]1(P(O)Br)[C@H](CB(O)O)[C@](N=C=O)(P(C)CC)[C@@](CCO[Si](C)(C)C)(CC(=O)N(C)C)OS1(=O)=O.CC(C)O

Each line ends with the Löwdin charge.
Element x y z (Å)
C1 -3.71492 -2.14982 -4.93801  -0.145
C2 -3.00694 -2.38126 -3.43978  -0.244
C3 -2.10490 -1.02600 -3.17132  -0.218
C4 -0.66791 -1.27570 -2.44056  -0.221
C5 -0.61641 -1.56806 -0.86673  -0.534
P1 -1.41335 -3.29944 -0.45100  0.700
O1 -3.14167 -3.21249 -0.34750  -0.426
Br1 -0.81555 -3.95067 1.69123  0.297
C6 -1.06619 -0.45907 0.22003  -0.243
C7 -2.61348 0.01432 0.07534  -0.063
B1 -3.46773 -0.21583 1.50819  -0.402
O2 -3.33186 0.72482 2.67582  0.007
O3 -4.37130 -1.37619 1.74014  0.018
C8 0.06466 0.72329 0.58443  -0.417
N1 -0.58148 1.59823 1.61304  0.097
C9 -1.13118 2.75422 1.21764  -0.069
O4 -1.56913 3.93867 0.70449  -0.005
P2 0.71506 1.64192 -0.98760  1.003
C10 -0.78931 2.22541 -2.09960  -0.272
C11 1.57926 3.30399 -0.64278  -0.426
C12 2.02891 3.68623 0.84952  -0.200
C13 1.26093 -0.07198 1.44341  -0.311
C14 2.78543 0.45586 1.25665  -0.093
C15 3.94682 -0.70046 1.62869  -0.229
O5 3.91418 -1.14377 3.02202  -0.288
Si1 4.97247 -2.50744 3.33767  0.470
C16 4.00394 -4.11049 2.84166  -0.196
C17 6.73211 -2.38026 2.56038  -0.226
C18 5.26297 -2.51213 5.28164  -0.214
C19 0.84711 -0.21929 3.06639  -0.001
C20 1.39084 0.98109 4.02633  -0.258
O6 2.63240 1.19147 4.45955  -0.002
N2 0.32701 1.96958 4.54997  -0.209
C21 0.08922 1.52878 5.98678  -0.126
C22 0.88442 3.37071 4.65911  -0.136
O7 1.41404 -1.51609 1.09119  -0.321
S1 1.24247 -1.88051 -0.51779  0.749
O8 2.18792 -1.22237 -1.53604  -0.348
O9 1.48773 -3.43305 -0.68660  -0.415
H1 -2.93463 -1.95885 -5.78810  0.077
H2 -4.33111 -1.13327 -4.83338  0.076
H3 -4.50690 -2.97934 -5.16738  0.075
H4 -2.39600 -3.37899 -3.44365  0.104
H5 -3.93479 -2.39897 -2.69006  0.105
H6 -1.82814 -0.63354 -4.26752  0.109
H7 -2.73884 -0.12033 -2.71977  0.117
H8 -0.23138 -2.25822 -2.97038  0.144
H9 0.05839 -0.41995 -2.84998  0.106
H10 -3.57824 -4.02497 -0.78637  0.098
H11 -1.10935 -1.06156 1.25922  0.098
H12 -2.81553 1.11722 -0.22516  0.101
H13 -3.25863 -0.64435 -0.68579  0.114
H14 -2.78938 0.16260 3.33489  0.114
H15 -3.78367 -2.13576 2.08990  0.111
H16 -0.97540 1.49018 -2.99280  0.030
H17 -0.45098 3.24619 -2.62297  0.067
H18 -1.73298 2.50714 -1.47707  0.031
H19 2.56265 3.30406 -1.32271  0.095
H20 0.94614 4.22470 -1.06721  0.088
H21 1.65402 2.98683 1.70937  0.031
H22 1.66459 4.79902 1.08094  0.096
H23 3.21404 3.73281 0.96478  0.095
H24 3.10814 0.72360 0.13983  0.124
H25 3.10754 1.37652 1.90204  0.110
H26 4.97289 -0.10040 1.50349  0.138
H27 3.99947 -1.55677 0.82554  0.124
H28 3.27512 -3.79174 1.95398  0.045
H29 3.30426 -4.36414 3.77261  0.057
H30 4.69671 -5.00827 2.53999  0.052
H31 7.34588 -3.31811 2.97206  0.064
H32 7.28076 -1.42755 2.97895  0.054
H33 6.74598 -2.41357 1.39148  0.047
H34 6.27841 -1.97032 5.57484  0.049
H35 4.40080 -1.87692 5.79948  0.049
H36 5.18751 -3.58525 5.74837  0.041
H37 1.36067 -1.21135 3.49538  0.151
H38 -0.31687 -0.45617 3.19687  0.128
H39 0.82919 2.06781 6.74094  0.101
H40 0.25905 0.36219 6.10772  0.109
H41 -1.00192 1.86930 6.30676  0.105
H42 0.00564 4.04374 5.10720  0.114
H43 1.18038 3.87209 3.64509  0.078
H44 1.78509 3.49257 5.39590  0.094
C23 -4.80567 1.25818 -7.81162  -0.061
C24 -4.35011 1.46089 -6.37529  -0.497
C25 -3.82895 2.87173 -6.15307  -0.062
O10 -3.32089 0.52363 -6.06956  -0.107
H45 -3.97463 1.40430 -8.51067  0.082
H46 -5.16679 0.23480 -7.95995  0.082
H47 -5.60870 1.95435 -8.07305  0.082
H48 -5.18477 1.26518 -5.69335  0.140
H49 -2.96319 3.07514 -6.79337  0.082
H50 -3.49321 2.99947 -5.11838  0.077
H51 -4.60269 3.61630 -6.36475  0.082
H52 -2.57560 0.68993 -6.67027  0.101

***

Record 3
DFT (ωB97M-V/def2-TZVPD) results for an isolated molecule of C3H7BF2 at a distorted geometry.

Calculated values
**Charge**: 0
**Multiplicity**: 1
**F_max**: 4.85 eV/A
**Relative energy (zero: lowest compared OMol25 entry of this formula, charge and spin)**: 19.76 kcal per mole
**SMILES**: CC(C)B(F)F

Each line ends with the Löwdin charge.
Element x y z (Å)
F1 -1.20332 -0.16441 2.34814  0.181
F2 1.09425 -0.31840 2.01639  0.257
B1 -0.12083 -0.43461 1.55031  -0.586
C1 -0.80071 1.06026 -0.70004  -0.062
C2 1.01031 -0.71290 -0.56147  -0.101
C3 -0.29755 -0.22521 -0.00862  -0.331
H1 0.09761 1.80556 -0.63835  0.119
H2 -1.04706 0.96505 -1.75195  0.068
H3 -1.69541 1.42306 -0.23249  0.063
H4 1.82684 -0.04781 -0.23042  0.092
H5 1.27821 -1.71609 -0.16555  0.095
H6 1.01455 -0.71485 -1.62918  0.070
H7 -1.15690 -0.91966 0.00321  0.135

***

Record 4
DFT (ωB97M-V/def2-TZVPD) results for a structure of composition C22H18N11O4S3Sc at a distorted geometry.

Calculated values
**Charge**: 0
**Multiplicity**: 1
**F_max**: 1.12 eV/A
**Relative energy (zero: lowest compared OMol25 entry of this formula, charge and spin)**: 24.92 kcal per mole

Each line ends with the Löwdin charge.
Element x y z (Å)
Sc1 -0.66182 -0.90990 -0.34556  0.600
S1 -1.92506 1.29039 0.23299  0.617
C1 -3.07592 1.01846 1.53056  -0.617
C2 -3.05273 1.97443 2.55796  -0.055
C3 -3.91992 1.91911 3.63452  -0.169
C4 -3.84780 2.93976 4.63929  -0.163
N1 -3.77743 3.75781 5.44271  0.184
C5 -4.85986 0.87946 3.73294  -0.180
C6 -4.89487 -0.06906 2.72506  -0.037
C7 -4.03173 -0.01113 1.63484  -0.484
S2 -4.25164 -1.26180 0.40160  0.976
C8 -5.76821 0.79736 4.83314  -0.175
N2 -6.51378 0.72873 5.70522  0.176
H1 -2.33184 2.77784 2.50292  0.115
H2 -5.61220 -0.87693 2.77799  0.120
S3 1.15962 -0.69582 1.35267  0.637
C9 2.46112 -0.09338 0.36154  -0.772
N3 3.65874 0.17562 0.78877  0.067
N4 3.89987 0.00687 2.06241  -0.001
C10 5.16523 0.25084 2.60354  -0.228
C11 6.23210 0.66086 1.80693  -0.027
C12 7.46738 0.88536 2.39403  -0.088
C13 7.65463 0.70586 3.75643  -0.102
C14 6.58597 0.29627 4.54198  -0.091
C15 5.34509 0.06908 3.97384  -0.033
N5 2.35747 0.12041 -1.00131  0.062
N6 1.22627 -0.05039 -1.50867  -0.055
C16 1.22155 0.07102 -2.93147  -0.260
C17 2.26093 -0.45422 -3.69351  -0.019
C18 2.20507 -0.34708 -5.07403  -0.076
C19 1.12631 0.27661 -5.68627  -0.089
C20 0.09221 0.79031 -4.91717  -0.080
C21 0.13211 0.68224 -3.53508  -0.047
H3 3.14981 -0.31852 2.66494  0.078
H4 6.08492 0.79844 0.74617  0.102
H5 8.29502 1.20413 1.77277  0.103
H6 8.62422 0.88426 4.20227  0.099
H7 6.71799 0.15200 5.60659  0.103
H8 4.51098 -0.24983 4.58871  0.112
H9 3.09167 -0.93995 -3.20190  0.112
H10 3.00667 -0.75653 -5.67569  0.105
H11 1.09422 0.35889 -6.76530  0.102
H12 -0.74928 1.28054 -5.39132  0.101
H13 -0.67688 1.07018 -2.93111  0.075
N7 -3.08157 0.89580 -2.75243  0.050
N8 -3.81205 -0.28534 -2.92256  0.000
C22 -3.27583 -1.49084 -2.76240  -0.401
N9 -4.03697 -2.53532 -3.09094  0.218
N10 -2.01072 -1.54056 -2.27929  0.119
N11 -1.39780 -2.73787 -2.18031  -0.391
O1 -0.28106 -2.62802 -1.63625  -0.035
O2 -1.85417 -3.80793 -2.52041  0.109
H14 -3.05803 1.15185 -1.76033  -0.029
H15 -3.52897 1.62472 -3.29131  0.103
H16 -4.79699 -0.22627 -3.12233  0.157
H17 -4.98835 -2.38698 -3.37820  0.127
H18 -3.72143 -3.46510 -2.87263  0.102
O3 -3.17251 -2.41769 0.92038  -0.498
O4 -1.85975 -1.93905 0.73205  -0.427